No. 1
The following is a quantum chemistry calculation of C30H34AsF3N4O6ReSi2 as an isolated structure, from OMol25.

```
! wB97M-V def2-TZVPD RIJCOSX def2/J DEFGRID3
* xyz 0 2
Re 0.130 0.374 -0.087
O 2.628 1.007 3.531
C 1.423 1.250 3.002
O 1.121 2.357 2.559
C 0.482 0.127 3.003
C 0.347 -0.761 4.070
C -0.745 -1.606 4.105
C -1.687 -1.528 3.082
C -1.434 -0.700 2.008
N -0.350 0.079 1.936
C -2.408 -0.592 0.830
O -3.499 -1.127 0.916
O -1.984 0.110 -0.137
H 3.193 1.786 3.399
H 1.082 -0.748 4.861
H -0.891 -2.283 4.933
H -2.598 -2.102 3.074
C -5.998 1.099 -6.020
O -5.649 0.078 -5.115
C -4.584 -0.715 -5.394
C -3.838 -0.674 -6.569
C -2.778 -1.540 -6.752
C -2.404 -2.433 -5.746
C -3.163 -2.474 -4.564
C -4.243 -1.643 -4.403
N -1.370 -3.318 -5.984
N -0.583 -3.730 -5.124
C -0.312 -3.176 -3.919
C -0.055 -4.039 -2.845
C 0.093 -3.572 -1.567
C 0.071 -2.184 -1.285
O 0.164 -1.714 -0.118
C -0.014 -1.280 -2.403
N 0.139 0.038 -2.122
C 0.066 0.908 -3.124
C -0.082 0.516 -4.446
C -0.188 -0.822 -4.756
C -0.209 -1.761 -3.717
H -6.823 1.639 -5.554
H -6.333 0.696 -6.982
H -5.163 1.790 -6.183
H -4.085 0.027 -7.350
H -2.198 -1.501 -7.663
H -2.914 -3.192 -3.794
H -4.843 -1.678 -3.508
H -0.062 -5.100 -3.040
H 0.197 -4.250 -0.736
H 0.180 1.956 -2.864
H -0.093 1.258 -5.230
H -0.213 -1.140 -5.786
F 2.816 -0.209 -1.027
C 2.207 0.174 0.138
F 2.507 -0.794 1.031
F 2.981 1.241 0.555
C 1.217 5.587 -1.649
Si 2.080 4.296 -0.494
C 3.534 3.471 -1.444
C 2.715 5.118 1.120
As 0.353 2.687 0.078
Si -1.669 3.916 0.422
C -1.188 5.373 1.584
C -2.979 2.834 1.288
C -2.393 4.446 -1.285
H 1.886 6.385 -1.949
H 0.361 6.038 -1.152
H 0.861 5.101 -2.556
H 4.025 4.155 -2.130
H 3.194 2.606 -2.009
H 4.291 3.122 -0.748
H 3.468 5.879 0.940
H 3.155 4.352 1.752
H 1.897 5.567 1.675
H -0.580 4.968 2.391
H -2.056 5.854 2.023
H -0.603 6.133 1.077
H -2.633 2.506 2.264
H -3.190 1.949 0.694
H -3.920 3.362 1.423
H -1.668 4.964 -1.909
H -3.259 5.090 -1.168
H -2.717 3.556 -1.821
*
```

- maximum force (eV/Å) = 2.95
- ⟨S²⟩ = 1.170
- E (a.u.) = -5026.75312


No. 2
The following is a quantum chemistry calculation of C30H34Br2N10OS4Sr as an isolated structure, from OMol25.

```
! wB97M-V def2-TZVPD RIJCOSX def2/J DEFGRID3
* xyz 2 1
Sr -0.280 0.980 -1.907
Br 1.065 0.126 5.080
C 0.745 0.581 3.294
C -0.513 0.994 2.890
C -0.689 1.265 1.545
N 0.279 1.170 0.634
C 1.509 0.819 1.043
C 1.773 0.495 2.367
C 2.599 0.776 0.015
C 3.930 0.786 0.408
C 4.917 0.708 -0.564
Br 6.718 0.716 -0.069
C 4.553 0.623 -1.896
C 3.202 0.644 -2.193
N 2.239 0.728 -1.276
H -1.334 1.083 3.586
H -1.665 1.573 1.182
H 2.750 0.162 2.681
H 4.210 0.871 1.447
H 5.291 0.553 -2.681
H 2.879 0.584 -3.227
N 1.305 1.627 -5.270
C -0.019 1.264 -5.357
N -0.802 1.241 -4.309
C -2.096 0.872 -4.669
C -2.246 0.563 -5.977
S -0.769 0.794 -6.825
C -3.179 0.920 -3.671
C -4.467 1.175 -3.984
S -5.438 1.185 -2.565
C -4.033 0.861 -1.623
N -2.917 0.748 -2.307
N -4.106 0.774 -0.266
H 1.468 2.442 -4.694
H 1.806 1.682 -6.143
H -3.127 0.208 -6.484
H -4.887 1.398 -4.949
H -5.031 0.751 0.134
H -3.462 0.145 0.206
C 1.869 4.547 0.670
N 0.426 4.629 0.835
C -0.483 4.390 -0.119
S -0.053 3.881 -1.687
N -1.766 4.588 0.218
C -2.895 4.513 -0.700
H 2.307 4.146 1.583
H 2.297 5.528 0.464
H 2.090 3.886 -0.162
H 0.101 5.059 1.688
H -1.948 5.032 1.106
H -2.961 5.405 -1.323
H -3.802 4.412 -0.109
H -2.789 3.644 -1.345
C 2.936 -2.830 2.382
C 2.794 -4.005 1.424
C 2.074 -3.644 0.135
N 0.689 -3.270 0.434
C -0.095 -2.573 -0.359
S 0.394 -2.003 -1.868
N -1.383 -2.254 0.057
C -1.926 -2.081 1.338
O -2.655 -1.123 1.516
C -1.635 -3.067 2.404
C -1.340 -2.604 3.683
C -1.103 -3.512 4.701
C -1.200 -4.875 4.452
C -1.535 -5.338 3.186
C -1.746 -4.435 2.155
H 3.466 -3.120 3.288
H 1.962 -2.436 2.685
H 3.498 -2.020 1.910
H 2.274 -4.835 1.912
H 3.777 -4.392 1.151
H 2.070 -4.482 -0.564
H 2.546 -2.799 -0.368
H 0.295 -3.657 1.280
H -1.878 -1.721 -0.646
H -1.298 -1.540 3.871
H -0.858 -3.159 5.694
H -1.031 -5.582 5.253
H -1.641 -6.399 3.004
H -2.022 -4.789 1.168
*
```

- energy relative to the best compared isomer or geometry (same formula, charge and spin) (kcal per mole) = 11.4
- maximum force (eV/Å) = 0.66
- E (a.u.) = -8557.69034


No. 3
The following is a quantum chemistry calculation of C30H34F3IrN6O8S2 as an isolated structure, from OMol25.

```
! wB97M-V def2-TZVPD RIJCOSX def2/J DEFGRID3
* xyz 0 1
Ir -1.521 -0.647 -0.129
C 7.748 -0.382 1.575
O 7.325 0.842 1.000
C 6.285 1.488 1.596
C 5.562 0.981 2.668
C 4.492 1.705 3.178
C 4.155 2.934 2.637
C 4.906 3.454 1.588
C 5.949 2.726 1.053
N 3.192 3.797 3.267
N 2.025 3.447 3.459
C 1.514 2.185 2.963
C 1.217 1.151 3.814
C 0.524 0.006 3.394
C 0.023 -0.074 2.107
O -0.686 -1.078 1.647
C 0.286 1.025 1.243
N -0.300 0.940 0.006
C -0.105 1.879 -0.888
C 0.696 3.000 -0.597
C 1.256 3.137 0.641
C 1.054 2.136 1.625
H 8.601 -0.711 0.989
H 6.961 -1.140 1.522
H 8.051 -0.247 2.616
H 5.814 0.031 3.116
H 3.940 1.316 4.023
H 4.676 4.441 1.206
H 6.535 3.109 0.228
H 1.523 1.226 4.851
H 0.329 -0.804 4.085
H -0.601 1.751 -1.838
H 0.843 3.747 -1.364
H 1.847 4.012 0.880
O 1.466 0.234 -2.524
N 2.087 -0.312 -1.542
C 3.333 0.135 -1.240
C 4.057 -0.380 -0.196
C 3.500 -1.373 0.598
C 2.241 -1.837 0.276
C 1.529 -1.325 -0.804
S -0.030 -1.983 -1.256
H 3.679 0.917 -1.898
H 5.050 0.004 -0.020
H 4.038 -1.780 1.444
H 1.753 -2.611 0.852
C -0.974 -0.748 -4.087
N -2.305 -1.266 -3.809
C -2.768 -2.292 -4.735
C -4.278 -2.365 -4.770
C -4.794 -2.441 -3.350
N -4.266 -1.329 -2.571
C -5.115 -0.864 -1.492
C -3.013 -0.865 -2.739
O -2.524 -0.016 -1.920
H -0.999 -0.191 -5.028
H -0.268 -1.573 -4.176
H -0.623 -0.120 -3.283
H -2.340 -3.257 -4.441
H -2.369 -2.046 -5.720
H -4.596 -3.239 -5.338
H -4.683 -1.477 -5.260
H -4.518 -3.384 -2.868
H -5.882 -2.368 -3.327
H -6.032 -0.446 -1.914
H -4.600 -0.094 -0.930
H -5.367 -1.689 -0.827
C -4.629 2.229 1.436
C -3.393 1.814 0.674
O -2.978 0.490 1.068
H -4.918 3.241 1.153
H -4.448 2.209 2.510
H -5.469 1.567 1.209
H -2.548 2.462 0.904
H -3.552 1.828 -0.406
H -3.746 -0.057 1.288
F -4.574 -3.788 2.775
C -3.926 -2.830 2.123
F -2.994 -2.320 2.921
F -4.814 -1.833 1.865
S -3.212 -3.469 0.545
O -2.071 -4.226 0.939
O -4.320 -4.121 -0.092
O -2.916 -2.198 -0.178
*
```

- energy relative to the best compared isomer or geometry (same formula, charge and spin) (kcal per mole) = 16.2
- maximum force (eV/Å) = 0.20
- E (a.u.) = -3294.34441


No. 4
The following is a quantum chemistry calculation of C30H35BrCoN6O3 as an isolated structure, from OMol25.

```
! wB97M-V def2-TZVPD RIJCOSX def2/J DEFGRID3
* xyz 2 4
Co 1.720 -0.007 -0.174
C 1.748 -1.552 -2.678
C 2.355 -2.582 -1.732
N 2.105 -2.204 -0.319
C 3.228 -2.486 0.594
C 4.271 -1.394 0.499
C 5.631 -1.611 0.623
C 6.487 -0.524 0.496
C 5.971 0.734 0.228
C 4.596 0.873 0.121
C 3.913 2.199 -0.154
N 2.590 2.019 -0.781
C 2.603 2.108 -2.269
C 1.830 0.969 -2.923
N 2.279 -0.256 -2.266
N 3.785 -0.171 0.278
H 0.660 -1.519 -2.580
H 1.986 -1.807 -3.715
H 3.436 -2.621 -1.891
H 1.969 -3.580 -1.944
H 1.291 -2.705 0.020
H 3.684 -3.461 0.403
H 2.827 -2.505 1.610
H 6.014 -2.607 0.799
H 7.557 -0.664 0.582
H 6.621 1.588 0.093
H 4.567 2.832 -0.758
H 3.777 2.726 0.794
H 1.970 2.733 -0.421
H 3.645 2.074 -2.600
H 2.202 3.069 -2.595
H 2.013 0.973 -4.002
H 0.758 1.076 -2.755
H 3.294 -0.298 -2.335
O 0.674 0.313 6.077
C 0.904 0.259 4.765
C 1.869 1.024 4.106
C 2.004 0.860 2.749
N 1.268 0.018 2.003
C 0.350 -0.686 2.662
Br -0.760 -1.863 1.671
C 0.124 -0.619 4.019
H 1.252 0.949 6.517
H 2.497 1.725 4.638
H 2.752 1.430 2.216
H -0.634 -1.220 4.498
C -4.571 0.404 2.116
O -4.266 -0.409 0.986
C -5.285 -0.781 0.181
C -6.635 -0.618 0.473
C -7.597 -1.100 -0.402
C -7.237 -1.756 -1.571
C -5.895 -1.905 -1.875
C -4.930 -1.399 -1.019
N -3.552 -1.614 -1.340
C -2.515 -0.813 -1.251
C -2.467 0.581 -1.065
C -3.586 1.431 -1.277
C -3.459 2.786 -1.220
C -2.194 3.341 -0.927
C -1.095 2.554 -0.715
C -1.184 1.139 -0.774
O -0.169 0.381 -0.550
H -3.614 0.720 2.521
H -5.119 -0.167 2.867
H -5.149 1.280 1.819
H -6.935 -0.135 1.391
H -8.642 -0.971 -0.156
H -7.989 -2.142 -2.243
H -5.590 -2.398 -2.790
H -3.359 -2.545 -1.682
H -1.565 -1.316 -1.392
H -4.544 0.995 -1.521
H -4.306 3.430 -1.403
H -2.090 4.418 -0.870
H -0.139 3.003 -0.480
*
```

- energy relative to the best compared isomer or geometry (same formula, charge and spin) (kcal per mole) = 6.6
- maximum force (eV/Å) = 0.27
- ⟨S²⟩ = 3.757
- E (a.u.) = -5674.82813


No. 5
The following is a quantum chemistry calculation of C30H35F6N3O4RhS2SbSi3 as an isolated structure, from OMol25.

```
! wB97M-V def2-TZVPD RIJCOSX def2/J DEFGRID3
* xyz -1 2
Rh 0.001 0.122 -0.092
C -4.598 -2.239 0.181
Si -3.171 -1.117 -0.357
C -3.994 0.596 -0.444
C -2.797 -1.736 -2.104
C -1.658 -1.118 0.761
Si -1.150 -2.913 1.082
C 0.603 -3.182 1.676
C -1.452 -4.090 -0.355
C -2.238 -3.636 2.461
Si -1.993 -0.262 2.374
C -3.774 -0.266 3.000
C -1.009 -0.705 3.906
C -1.495 1.540 2.064
C -1.939 2.609 2.835
C -1.459 3.885 2.609
C -0.530 4.070 1.600
C -0.128 2.977 0.860
N -0.594 1.743 1.081
H -5.413 -2.078 -0.533
H -4.982 -2.005 1.175
H -4.343 -3.299 0.149
H -4.296 0.817 -1.471
H -3.362 1.420 -0.108
H -4.899 0.593 0.169
H -3.301 -1.107 -2.843
H -3.179 -2.754 -2.213
H -1.733 -1.750 -2.331
H 1.377 -2.841 0.990
H 0.729 -4.262 1.812
H 0.792 -2.704 2.637
H -0.998 -3.752 -1.280
H -2.516 -4.266 -0.533
H -1.003 -5.053 -0.090
H -2.116 -3.124 3.418
H -1.946 -4.679 2.616
H -3.298 -3.625 2.210
H -4.127 -1.297 3.072
H -4.469 0.287 2.366
H -3.816 0.156 4.007
H -1.203 -1.724 4.246
H -1.340 -0.029 4.701
H 0.062 -0.588 3.797
H -2.665 2.421 3.616
H -1.799 4.720 3.208
H -0.111 5.042 1.381
H 0.597 3.087 0.066
S 1.913 1.221 -1.034
C 1.276 1.931 -2.436
C 2.135 2.644 -3.305
C 1.655 3.263 -4.430
C 2.546 3.989 -5.289
N 3.264 4.575 -5.969
C 0.265 3.182 -4.734
C -0.584 2.486 -3.912
C -0.104 1.839 -2.753
S -1.215 0.984 -1.784
C -0.262 3.832 -5.901
N -0.700 4.343 -6.832
H 3.188 2.697 -3.063
H -1.638 2.426 -4.152
F 1.232 -0.307 1.710
Sb 2.902 -0.010 2.715
F 3.775 -1.386 1.794
F 2.278 -1.267 3.976
F 4.434 0.372 3.738
F 1.905 1.332 3.599
F 3.379 1.241 1.391
O 2.596 -1.439 -0.752
C 1.642 -1.894 -1.369
O 0.418 -1.479 -1.274
C 1.831 -3.083 -2.269
C 0.948 -3.352 -3.305
C 1.141 -4.440 -4.161
C 2.235 -5.229 -3.914
O 2.643 -6.347 -4.597
C 3.810 -6.815 -3.923
O 4.119 -5.904 -2.876
C 3.117 -4.961 -2.883
C 2.956 -3.891 -2.046
H 0.099 -2.699 -3.447
H 0.463 -4.654 -4.975
H 4.643 -6.853 -4.629
H 3.611 -7.804 -3.501
H 3.644 -3.655 -1.247
*
```

- energy relative to the best compared isomer or geometry (same formula, charge and spin) (kcal per mole) = 0.0
- maximum force (eV/Å) = 0.40
- ⟨S²⟩ = 0.780
- E (a.u.) = -4244.66231


No. 6
The following is a quantum chemistry calculation of C30H35MnN5O2S3Si as an isolated structure, from OMol25.

```
! wB97M-V def2-TZVPD RIJCOSX def2/J DEFGRID3
* xyz 0 6
Mn -0.803 -0.320 0.174
C -0.423 0.361 2.148
Si 1.363 0.747 2.057
C 2.127 -0.256 0.621
N 1.339 -0.320 -0.643
C 1.544 0.858 -1.528
C 2.638 0.675 -2.593
C 3.745 -0.274 -2.148
C 3.152 -1.641 -1.770
C 1.665 -1.542 -1.409
C 1.712 2.594 1.857
C 2.794 3.080 1.118
C 3.085 4.437 1.059
C 2.301 5.344 1.761
C 1.229 4.884 2.512
C 0.937 3.527 2.550
C 2.401 0.154 3.516
C 2.223 -1.153 3.981
C 2.970 -1.649 5.039
C 3.915 -0.842 5.659
C 4.105 0.458 5.216
C 3.354 0.948 4.154
H -1.022 1.238 2.408
H -0.619 -0.431 2.875
H 2.151 -1.276 1.021
H 3.172 0.016 0.438
H 1.752 1.715 -0.890
H 0.602 1.065 -2.039
H 3.047 1.656 -2.844
H 2.188 0.282 -3.509
H 4.280 0.158 -1.299
H 4.481 -0.384 -2.945
H 3.709 -2.076 -0.939
H 3.245 -2.340 -2.604
H 1.368 -2.408 -0.817
H 1.045 -1.531 -2.309
H 3.435 2.387 0.583
H 3.928 4.786 0.477
H 2.530 6.402 1.727
H 0.618 5.584 3.070
H 0.094 3.183 3.140
H 1.481 -1.794 3.513
H 2.814 -2.665 5.383
H 4.498 -1.225 6.487
H 4.837 1.094 5.699
H 3.512 1.968 3.822
O -1.406 -1.748 -3.261
S -2.205 -2.315 -2.208
O -3.573 -1.848 -2.124
N -1.462 -2.143 -0.761
C -1.120 -3.318 -0.203
S -0.292 -3.448 1.220
C -1.536 -4.478 -1.043
C -1.361 -5.827 -0.785
C -1.828 -6.738 -1.722
C -2.451 -6.312 -2.894
C -2.625 -4.960 -3.157
C -2.157 -4.073 -2.209
H -0.873 -6.139 0.127
H -1.706 -7.798 -1.543
H -2.803 -7.045 -3.608
H -3.105 -4.616 -4.063
C -1.296 5.743 0.221
C -0.523 4.752 -0.648
C -1.299 3.510 -0.931
N -0.963 2.347 -0.515
N -1.825 1.342 -0.890
C -2.839 1.777 -1.597
N -3.844 1.014 -2.050
S -2.782 3.491 -1.858
H -0.679 6.614 0.437
H -1.576 5.280 1.167
H -2.206 6.086 -0.275
H 0.392 4.435 -0.144
H -0.237 5.222 -1.592
H -3.757 -0.002 -2.022
H -4.486 1.401 -2.717
*
```

- energy relative to the best compared isomer or geometry (same formula, charge and spin) (kcal per mole) = 0.0
- maximum force (eV/Å) = 0.15
- ⟨S²⟩ = 8.758
- E (a.u.) = -4223.57591